Entry 1:
This record from the Open Molecules 2025 dataset describes an isolated molecule of C2H10N4. The level of theory is the ωB97M-V functional and the def2-TZVPD basis.

Geometry as XYZ:
```
16
Properties=species:S:1:pos:R:3:mulliken_charge:R:1
N 0.668 -0.118 -1.882 -0.604
C 1.011 0.316 -0.539 -1.013
C -0.218 0.170 0.373 0.971
N 0.113 0.722 1.676 -0.694
N -1.292 0.955 -0.172 -0.729
N -0.584 -1.256 0.398 -0.686
H 1.492 -0.121 -2.473 0.242
H 0.301 -1.064 -1.838 0.246
H 1.847 -0.245 -0.089 0.385
H 1.279 1.373 -0.565 0.396
H -0.724 0.874 2.225 0.230
H 0.746 0.119 2.188 0.250
H -1.253 0.904 -1.182 0.319
H -2.192 0.606 0.138 0.247
H -1.379 -1.409 1.010 0.239
H 0.185 -1.827 0.733 0.202
```

The total energy is -301.22815 a.u. As for the SMILES: NCC(N)(N)N.

***

Entry 2:
This record from the Open Molecules 2025 dataset describes a structure of composition C35H43N7O10PTl. The level of theory is the ωB97M-V functional and the def2-TZVPD basis.

Geometry as XYZ:
```
97
Properties=species:S:1:pos:R:3:mulliken_charge:R:1
Tl 0.511 0.768 -0.344 0.943
C 2.634 -1.696 -3.241 -1.713
N 1.598 -1.875 -2.244 1.350
C 1.976 -2.691 -1.096 0.180
C 3.010 -2.047 -0.207 0.197
C 4.273 -2.603 -0.040 -0.814
C 5.186 -1.968 0.790 -0.494
C 4.808 -0.801 1.430 -0.892
C 3.521 -0.321 1.213 -0.059
N 2.651 -0.931 0.422 0.615
C 0.337 -2.303 -2.811 -1.042
C -0.471 -1.184 -3.423 0.731
C -1.773 -1.454 -3.845 -0.810
C -2.556 -0.413 -4.301 -0.470
C -2.021 0.869 -4.328 -0.680
C -0.713 1.036 -3.911 -0.159
N 0.055 0.035 -3.479 0.106
C 3.219 -0.303 -3.392 0.781
C 3.797 0.052 -4.610 -1.126
C 4.365 1.306 -4.745 -0.349
C 4.332 2.173 -3.663 -0.932
C 3.727 1.738 -2.494 -0.356
N 3.188 0.527 -2.359 0.476
H 2.238 -1.975 -4.223 0.415
H 3.473 -2.386 -3.048 0.516
H 2.343 -3.687 -1.404 0.125
H 1.080 -2.833 -0.489 -0.577
H 4.533 -3.518 -0.558 0.432
H 6.179 -2.380 0.930 0.389
H 5.486 -0.264 2.079 0.469
H 3.164 0.584 1.694 0.062
H -0.280 -2.722 -2.020 -0.026
H 0.465 -3.106 -3.561 0.363
H -2.170 -2.458 -3.745 0.366
H -3.583 -0.591 -4.599 0.390
H -2.607 1.725 -4.636 0.393
H -0.266 2.024 -3.891 0.370
H 3.778 -0.642 -5.443 0.412
H 4.810 1.611 -5.685 0.372
H 4.750 3.170 -3.719 0.450
H 3.641 2.392 -1.632 0.516
O 2.722 5.579 4.093 -0.755
C 2.417 4.705 3.291 0.432
C 1.347 3.690 3.451 -0.051
O 0.451 3.697 4.318 -0.906
C 1.511 2.706 2.383 0.838
C 2.293 3.350 1.331 0.619
O 2.324 2.970 0.148 -0.572
C 3.010 4.501 1.930 -0.023
O 3.881 5.181 1.402 -0.757
O 0.985 1.570 2.294 -0.686
C -1.042 5.838 2.411 -1.055
N -1.417 5.048 1.260 0.150
C -1.316 5.506 -0.103 -0.409
C -1.555 4.200 -0.881 0.265
O -1.645 4.155 -2.095 -0.730
N -1.616 3.165 0.005 -0.175
C -1.528 3.698 1.225 0.015
N -1.600 2.969 2.344 -0.301
H -1.294 6.880 2.210 0.374
H 0.024 5.769 2.638 0.319
H -1.595 5.510 3.291 0.338
H -0.322 5.896 -0.341 0.301
H -2.070 6.258 -0.348 0.316
H -1.458 1.982 2.179 0.065
H -1.093 3.284 3.180 0.446
C 0.096 -4.705 3.061 -1.854
C -1.255 -4.114 2.673 1.785
C -2.185 -5.213 2.164 -1.615
C -1.877 -3.392 3.867 -1.369
O -0.951 -3.144 1.671 -0.197
P -1.874 -2.641 0.436 -0.601
O -2.158 -3.767 -0.496 -0.984
O -1.209 -1.405 -0.073 0.667
O -3.245 -2.264 1.238 0.011
C -4.079 -1.144 0.900 2.160
C -4.350 -1.099 -0.602 -1.409
C -5.376 -1.398 1.659 -2.181
C -3.438 0.154 1.375 -1.432
H -0.015 -5.410 3.889 0.419
H 0.774 -3.905 3.361 0.324
H 0.533 -5.225 2.207 0.393
H -2.365 -5.935 2.965 0.458
H -1.743 -5.718 1.306 0.335
H -3.136 -4.789 1.842 0.244
H -2.031 -4.086 4.698 0.453
H -2.833 -2.959 3.576 0.093
H -1.218 -2.585 4.191 0.311
H -4.777 -2.047 -0.934 0.355
H -3.422 -0.925 -1.148 0.023
H -5.044 -0.287 -0.829 0.493
H -5.828 -2.337 1.333 0.433
H -6.081 -0.583 1.480 0.392
H -5.178 -1.460 2.731 0.407
H -2.498 0.316 0.848 -0.045
H -3.240 0.102 2.448 0.511
H -4.098 1.000 1.175 0.442
```

The total energy is -3009.35760 a.u. As for the charge: -2.

***

Entry 3:
This record from the Open Molecules 2025 dataset describes a structure of composition C29H22BN5O3SZr. The level of theory is the ωB97M-V functional and the def2-TZVPD basis.

Geometry as XYZ:
```
62
Properties=species:S:1:pos:R:3:mulliken_charge:R:1
Zr 0.366 1.568 0.197 0.838
O 2.620 2.358 -3.230 -0.649
C 2.093 1.932 -2.214 0.147
N 0.879 2.164 -1.707 0.032
C 0.096 3.289 -2.067 -0.246
C -0.237 3.631 -3.367 -0.590
C -0.978 4.777 -3.615 -0.679
C -1.373 5.590 -2.568 -0.617
C -1.051 5.269 -1.259 -0.793
C -0.319 4.116 -0.983 1.204
N 0.070 3.667 0.291 -0.151
C -0.325 4.223 1.442 0.478
O -0.910 5.277 1.659 -0.716
C 0.067 3.336 2.622 0.419
C -0.065 3.818 3.923 -0.721
C 0.247 2.991 4.984 -0.247
C 0.671 1.693 4.715 -0.946
C 0.767 1.282 3.397 -0.034
N 0.485 2.085 2.367 0.119
C 2.901 1.040 -1.273 0.896
C 3.912 0.220 -1.763 -0.784
C 4.680 -0.504 -0.870 -0.313
C 4.457 -0.326 0.491 -0.829
C 3.446 0.529 0.897 -0.111
N 2.665 1.196 0.041 -0.174
H 0.100 3.001 -4.174 0.442
H -1.234 5.040 -4.628 0.400
H -1.946 6.483 -2.765 0.401
H -1.350 5.913 -0.447 0.490
H -0.405 4.835 4.051 0.514
H 0.156 3.337 6.002 0.448
H 0.922 1.014 5.513 0.415
H 1.064 0.268 3.135 0.475
H 4.065 0.184 -2.830 0.482
H 5.447 -1.174 -1.225 0.475
H 5.066 -0.835 1.222 0.430
H 3.254 0.706 1.953 0.446
B -4.307 1.602 0.344 0.200
C -2.819 1.460 0.083 0.162
N -1.672 1.308 -0.113 -0.790
H -4.595 2.740 0.127 -0.099
H -4.868 0.845 -0.389 -0.111
H -4.459 1.305 1.496 -0.105
C -3.252 -8.435 -1.192 -1.124
C -2.385 -7.416 -0.523 0.793
O -2.696 -6.673 0.361 -0.513
S -0.751 -7.394 -1.246 -0.250
C -0.233 -5.774 -0.716 0.224
C -0.032 -4.826 -1.707 -0.524
C 0.276 -3.532 -1.354 -0.703
C 0.372 -3.179 -0.004 -0.059
C 0.220 -4.158 0.978 -0.569
C -0.087 -5.459 0.625 -0.396
C 0.523 -1.804 0.313 0.276
C 0.542 -0.608 0.552 -0.088
H -3.985 -8.826 -0.490 0.310
H -2.651 -9.234 -1.616 0.360
H -3.789 -7.937 -1.999 0.288
H -0.151 -5.113 -2.740 0.422
H 0.415 -2.773 -2.110 0.459
H 0.324 -3.893 2.022 0.452
H -0.247 -6.214 1.379 0.435
```

The total energy is -2087.97951 a.u.

***

Entry 4:
This record from the Open Molecules 2025 dataset describes a cluster of 3 separate species, C19H38O10P2 in total. The level of theory is the ωB97M-V functional and the def2-TZVPD basis.

Geometry as XYZ:
```
69
Properties=species:S:1:pos:R:3:mulliken_charge:R:1
C -1.258 -3.935 0.930 -0.280
C -2.136 -3.093 0.399 -0.288
C -3.110 -2.144 -0.502 -0.429
C -2.461 -0.679 -0.702 0.187
C -0.831 -0.530 -0.663 -0.539
C -0.830 1.121 -0.655 -0.420
C -1.925 1.274 0.546 0.465
O -1.861 1.900 1.647 -0.549
O -3.030 0.462 0.041 -0.337
H -0.508 -4.813 1.045 0.329
H -4.136 -2.036 0.021 0.301
H -3.313 -2.582 -1.544 0.323
H -2.740 -0.431 -1.806 0.032
H -0.239 -1.061 -1.495 0.332
H -0.428 -0.742 0.412 0.291
H 0.181 1.655 -0.557 0.308
H -1.488 1.420 -1.574 0.258
C 2.854 1.501 -6.263 -0.954
C 3.421 0.113 -6.505 -0.322
O 2.557 -0.895 -6.013 -0.325
P 1.185 -1.276 -6.865 0.951
O 1.907 -1.825 -8.104 -0.735
O 0.889 -2.750 -6.162 -0.304
C 0.872 -3.934 -6.951 -0.328
C 2.250 -4.575 -7.000 -1.017
O 0.306 -0.638 -5.531 -0.249
C -0.463 0.543 -5.704 -0.071
C -1.088 0.692 -7.074 -1.304
H 1.972 1.666 -6.888 0.223
H 3.589 2.271 -6.507 0.432
H 2.551 1.619 -5.219 0.185
H 3.633 -0.038 -7.566 0.283
H 4.368 0.016 -5.965 0.345
H 0.487 -3.726 -7.953 0.323
H 0.168 -4.631 -6.486 0.342
H 3.040 -3.852 -7.208 0.279
H 2.283 -5.360 -7.762 0.337
H 2.492 -5.027 -6.034 0.286
H 0.159 1.411 -5.468 0.233
H -1.256 0.518 -4.950 0.253
H -0.330 0.705 -7.865 0.380
H -1.656 1.625 -7.136 0.378
H -1.764 -0.144 -7.284 0.378
C 0.005 4.417 6.124 -0.973
C 0.013 3.808 7.515 -0.326
O -0.697 2.584 7.552 -0.369
P 0.004 1.219 6.920 1.017
O 1.152 1.138 7.936 -0.729
O -0.974 0.103 7.665 -0.357
C -0.419 -0.862 8.551 -0.318
C -0.425 -0.352 9.983 -1.021
O -1.229 1.268 5.721 -0.294
C -0.875 1.523 4.368 -0.070
C 0.467 0.961 3.952 -1.196
H 0.607 3.812 5.440 0.223
H 0.422 5.426 6.137 0.440
H -1.012 4.460 5.726 0.224
H 1.036 3.676 7.873 0.283
H -0.490 4.492 8.206 0.343
H 0.584 -1.152 8.228 0.313
H -1.038 -1.763 8.488 0.347
H -0.048 0.670 10.064 0.276
H 0.180 -1.000 10.625 0.338
H -1.445 -0.337 10.376 0.284
H -0.915 2.600 4.186 0.199
H -1.655 1.075 3.747 0.306
H 1.282 1.368 4.560 0.429
H 0.673 1.202 2.905 0.281
H 0.483 -0.128 4.071 0.365
```

The total energy is -2181.60984 a.u. As for the SMILES: C#CC[C@@H]1CCC(=O)O1.CCOP(=O)(OCC)OCC.CCOP(=O)(OCC)OCC.

***

In the order shown, the computed Kohn-Sham gap values come out to 9.85; 5.53; 7.21; 7.80 eV.
In the order shown, the computed HOMO level values come out to -0.3265; -0.0520; -0.3039; -0.3492 Ha.
In the order shown, the computed max |F| values come out to 0.32; 0.32; 1.76; 9.39 eV/A.